[1]
This record from the OMol25 dataset describes a 6-piece molecular cluster, C6H24O6 overall. The level of theory is ωB97M-V/def2-TZVPD.

Properties
HOMO ... -9.6243 eV
Kohn-Sham gap ... 9.9 eV
Energy relative to the best compared isomer or geometry (same formula, charge and spin) ... 83.4 kcal/mol
Molar mass ... 192.25 g mol⁻¹

```
! RIJCOSX wB97M-V def2-TZVPD def2/J DEFGRID3
* xyz 0 1
O -2.84421 -0.04562 -2.10199
H 3.79904 -1.13227 -1.10427
H 1.06225 0.68040 -0.04799
H -0.71524 -2.78448 1.86418
H 2.26975 0.46091 3.13922
H -2.31940 -0.77517 -3.93145
O -0.28690 -0.49970 -1.01979
H -0.46865 -2.12796 3.46656
C -3.22095 -0.66155 -3.33728
C 3.00502 0.03760 2.44669
H -3.65026 -1.65612 -3.17965
H 2.54174 -0.02933 1.45882
C 0.04347 -2.38094 2.52975
O 2.05842 -2.16497 -1.63905
H 1.42278 -1.50579 -1.33079
H -3.95213 -0.06442 -3.88623
H -0.44621 1.48609 -0.59581
H 4.04974 1.58087 1.85907
C -3.02616 4.01972 -0.51293
O 4.19558 0.81383 2.41790
H -0.49705 0.42439 0.82834
H -3.92446 3.65254 -1.01796
H -3.62289 -0.00371 -1.54122
H 3.90498 -2.87937 -1.21332
H 3.10376 -2.12426 0.18689
O -2.92330 5.42457 -0.54065
H 3.27536 -0.96873 2.75697
H 1.59831 -3.08949 3.47218
O 1.04020 -3.37300 2.74353
H -1.17293 -0.34031 -1.37368
C -0.01550 0.58954 -0.13958
H -2.78632 5.70929 -1.44786
H -2.13998 3.53540 -0.93987
C 3.25437 -2.06701 -0.89536
H 0.45516 -1.46870 2.09035
H -3.06739 3.72776 0.53624
*
```



[2]
This record from the OMol25 dataset describes C22H19F3MnN5O4SSi as an isolated structure at a distorted geometry. The level of theory is ωB97M-V/def2-TZVPD.

Properties
HOMO (spin up / spin down) ... -9.2474 / -8.4743 eV
Kohn-Sham gap (spin up / spin down) ... 7.9 / 8.5 eV
Expectation value of S² ... 6.3747
Molar mass ... 589.51 g mol⁻¹

```
! RIJCOSX wB97M-V def2-TZVPD def2/J DEFGRID3
* xyz 0 5
Si -1.18486 -1.88441 -0.93030
O -0.80872 -0.83544 2.27873
F -2.97333 0.95623 1.84458
C -3.92134 -1.07796 -0.53338
C 0.77411 -4.83724 1.27299
C 2.06902 0.55667 -0.90157
H 1.36014 -6.14246 -1.79018
H -5.91897 -0.37087 -0.20132
Mn -0.83209 0.00429 0.49186
C -2.97162 -2.07317 -0.27206
H -2.62845 -3.93673 0.74081
C -1.19596 -1.82350 -2.82375
H 0.63036 1.92889 -1.18903
H -3.28882 -2.10066 -5.48527
C -1.17626 -1.76735 -5.61992
H -0.27999 -3.02379 1.66453
C -2.44117 0.97670 3.09598
O -0.22878 1.45639 1.86703
N -1.39521 1.20220 -0.91318
C -0.18060 -3.42479 -0.44976
H -1.17078 -1.73854 -6.70187
C 0.99997 -5.45626 -1.03376
C -5.54860 -2.22638 0.80792
H -6.54559 -2.28639 1.22504
O 1.44020 -0.15225 -0.10190
N 3.29018 0.16180 -1.34453
O -0.03260 0.55654 4.16205
H 0.93437 -1.44107 -5.44946
C -2.04190 2.16285 -1.17815
C -4.62245 -3.22640 1.06820
C -3.34382 -3.14872 0.53654
H 1.79767 -6.59907 0.59847
H 2.03566 2.19458 -2.14968
C 0.07384 -3.70139 0.89785
C -2.36576 -1.96825 -4.93509
C 1.24257 -5.71661 0.30707
S -0.65062 0.50224 2.88878
C -2.37502 -1.99350 -3.54808
H -3.65740 -0.24757 -1.17748
F -3.11309 0.11806 3.84005
C -0.00561 -1.61858 -3.52756
H 3.89903 0.78579 -1.83966
N -4.12528 4.95957 -0.79941
H -3.30625 -2.15864 -3.01817
H 0.92028 -1.48578 -2.97555
H 3.69427 -0.64925 -0.91176
F -2.59074 2.18896 3.58943
N -2.67337 3.13798 -1.59806
H -4.90107 -4.06799 1.69000
C 0.00648 -1.59548 -4.91257
H 0.10282 -4.13110 -2.45680
H 0.95921 -5.03670 2.32123
C 0.29666 -4.32091 -1.40796
N 1.60406 1.73740 -1.36754
C -3.44013 4.09100 -1.13418
C -5.19775 -1.15311 0.00069
*
```



[3]
This record from the OMol25 dataset describes an isolated ion of composition C5H8ClN2O and charge +1 at a distorted geometry. The level of theory is ωB97M-V/def2-TZVPD.

Properties
HOMO (spin up / spin down) ... -14.0511 / -14.0513 eV
Kohn-Sham gap (spin up / spin down) ... 8.5 / 8.5 eV
Energy relative to the best compared isomer or geometry (same formula, charge and spin) ... 66.1 kcal/mol
Molar mass ... 147.59 g mol⁻¹

```
! RIJCOSX wB97M-V def2-TZVPD def2/J DEFGRID3
* xyz 1 1
H 1.15335 0.66450 3.01986
H -1.23202 0.70118 -1.70836
N -0.65548 -0.76434 -0.35542
H -3.43524 -0.63257 1.35797
H 2.24399 0.37440 1.54409
C -1.48566 -1.26740 0.48973
C 1.23479 0.37286 1.98963
H 1.23851 0.60710 -0.69429
H -1.46960 -2.30848 0.97180
H -2.83958 1.73713 0.02273
C -1.06482 0.52889 -0.61149
H 0.66958 -0.65340 1.76806
O 0.52324 1.32069 1.16301
Cl 0.46325 2.90674 -0.73951
C 0.48555 1.28222 -0.16504
N -2.55786 -0.40164 0.73589
C -2.32243 0.75455 0.09597
*
```



[4]
This record from the OMol25 dataset describes one molecule with the formula C18H29N3 at a distorted geometry. The level of theory is ωB97M-V/def2-TZVPD.

Properties
HOMO ... -8.9453 eV
Kohn-Sham gap ... 7.7 eV
Energy relative to the best compared isomer or geometry (same formula, charge and spin) ... 71.4 kcal/mol
Molar mass ... 287.45 g mol⁻¹

```
! RIJCOSX wB97M-V def2-TZVPD def2/J DEFGRID3
* xyz 0 1
H 1.50682 3.49888 -1.02257
H 0.51017 1.17082 -1.35227
H 2.30209 5.62581 -2.11203
C 2.95616 4.78778 -1.94085
C 3.13053 2.29542 -1.89898
C -1.82153 0.64893 1.41820
C -3.66087 -1.65774 -0.99585
C 0.97944 -1.55216 2.67280
H -5.17472 -2.83182 -1.96490
H 1.10228 -0.48965 -1.31966
C 0.38411 -4.46669 3.10132
C 2.16559 3.47903 -1.90463
H 1.11371 -1.96563 3.66501
H -0.44164 2.11394 0.73207
H 3.70720 2.31743 -0.99017
H -1.83620 -0.06600 2.22257
N 0.29812 -5.02476 4.15580
H -0.30840 1.81346 2.45067
C 2.48895 0.92180 -2.12407
N 0.66856 0.37828 1.26217
H 3.85230 2.40475 -2.72660
H 3.52060 4.94311 -1.00500
H 0.93017 -2.17212 0.61629
H -4.14867 -0.36254 0.73230
H 3.21878 0.14049 -2.07022
C 1.37357 0.54659 -1.12552
C -0.42672 1.33151 1.46465
N 0.36073 -5.50793 -0.15727
H -2.61279 1.37769 1.57027
H -2.36808 0.53729 -0.63252
H -2.78521 -2.20414 -1.36858
H 1.57421 3.37141 -2.80199
C -3.32896 -1.02218 0.37647
C 0.46324 -4.76480 0.70877
C -4.93643 -2.51456 -0.94333
H -5.74025 -1.97704 -0.50925
H -3.11701 -1.77511 1.13859
C 1.10035 -0.21006 2.47068
H 2.13445 1.72092 0.51795
H 2.59086 -0.01728 0.51488
H 1.31418 0.44373 3.32544
C 1.78752 0.69726 0.34046
C 0.53334 -3.88574 1.82712
H 2.07061 0.82370 -3.16516
H -1.23296 -0.72207 -0.12000
H -4.73627 -3.37910 -0.33467
H -3.85352 -0.88909 -1.76010
C -2.10257 -0.14131 0.16735
H 3.69756 4.73523 -2.73246
C 0.79657 -2.52582 1.62681
*
```



[5]
This record from the OMol25 dataset describes one molecule with the formula C7H11N at a distorted geometry. The level of theory is ωB97M-V/def2-TZVPD.

Properties
HOMO ... -8.3993 eV
Kohn-Sham gap ... 9.5 eV
Energy relative to the best compared isomer or geometry (same formula, charge and spin) ... 119.8 kcal/mol
Molar mass ... 109.17 g mol⁻¹

```
! RIJCOSX wB97M-V def2-TZVPD def2/J DEFGRID3
* xyz 0 1
C -0.92457 -1.60934 0.64545
H 1.17247 1.17566 2.01057
H -1.44252 -2.42299 0.10139
H 0.14277 -1.87541 0.95929
H -2.06633 1.23432 -0.32017
C -1.79950 0.15917 -0.87515
C 0.40879 1.19724 1.09376
N -0.63830 -0.58775 -0.40613
C 2.91879 -1.04297 -0.43478
H 1.69170 2.07693 -0.59871
H -0.64451 1.35582 1.33555
H -1.60309 -1.30718 1.49958
H -0.04405 2.09556 -0.88711
C 0.60899 0.23830 -0.01590
C 0.74410 1.61728 -0.35113
H -2.61775 -0.68380 -0.70485
H 3.96190 -1.43777 -0.74677
C 1.86992 -0.50448 -0.28532
H -1.73881 0.32141 -2.01958
*
```



[6]
This record from the OMol25 dataset describes C45H40BrNOOsP2S2Si as an isolated structure. The level of theory is ωB97M-V/def2-TZVPD.

Properties
HOMO (spin up / spin down) ... -12.6283 / -13.5047 eV
Kohn-Sham gap (spin up / spin down) ... 7.6 / 6.3 eV
Expectation value of S² ... 6.0221
Energy relative to the best compared isomer or geometry (same formula, charge and spin) ... 45.4 kcal/mol
Molar mass ... 1035.12 g mol⁻¹

```
! RIJCOSX wB97M-V def2-TZVPD def2/J DEFGRID3
* xyz 2 5
H 3.81566 -1.68433 1.97602
H 3.96313 -4.19395 -2.45588
C -3.09028 -1.75152 -1.58536
H -1.93144 4.74470 -1.95409
C -2.53166 -0.10316 1.92776
H -2.79898 -1.52279 3.52111
H 2.71572 2.28573 -1.18719
C -0.32865 -4.76980 -2.69072
P -1.02894 1.94314 -1.52303
H -0.03099 2.56530 -6.35143
C 4.64871 0.09454 2.81198
C -1.18657 1.85231 2.46100
H 1.58137 -1.19693 4.19723
C 2.37379 -0.07899 2.03460
C -2.59282 -3.65176 -2.94033
C 2.48046 -3.40537 0.48267
H 2.16239 -0.49921 -4.34619
H 1.93499 4.79321 1.12930
H -6.13815 4.23339 -0.52084
H 3.44024 0.99968 -0.18963
P 1.06248 -1.09206 1.29715
C 0.58840 3.57352 -0.00685
H 3.03376 -2.02153 -3.08405
C -0.49487 3.55062 -0.88000
C 1.40965 0.27757 -4.30972
H 3.61461 -5.10116 -0.18309
C -1.03488 1.37561 3.75193
H 3.58530 0.96171 -1.94519
H -3.22340 -0.60634 1.26895
C 3.62719 -0.65499 2.25213
C 0.18450 2.01025 -5.44870
H 1.04911 2.64820 0.31181
H 1.19135 1.69711 2.24283
O -5.21644 2.74290 -1.64254
C 1.95422 -2.16973 0.12479
C -1.03420 -2.73028 -1.42350
C -1.91421 1.09291 1.53772
H -0.85922 -4.49383 5.40742
H -0.73176 -3.35864 1.29036
C -0.59250 5.95244 -0.80589
H -1.57447 -4.83395 3.06525
H -0.76001 -5.76410 -2.57375
C -2.33961 -0.58985 3.22252
C 0.40247 -2.82395 4.94223
C 3.18579 1.99576 2.95352
H -6.46209 2.56807 0.01676
C 2.86470 -2.39069 -2.08043
C 3.20167 -4.13823 -0.45232
H 1.58570 0.69741 -6.40341
C -1.08591 4.74845 -1.27779
C -0.17681 1.61841 -3.10657
H 0.55281 -4.69830 -2.05497
S -3.63030 3.08163 0.43568
H 2.32675 -3.79970 1.48019
H -2.88676 -4.37926 -3.68684
C 0.77955 0.59240 -3.10654
C 4.43056 1.42234 3.16018
C 2.15996 1.24818 2.39238
H 0.87678 6.91513 0.42522
Si 1.43148 0.10136 -1.40976
C -6.32670 3.21349 -0.84889
C 0.88833 -1.98893 3.94427
N -1.86866 -1.73371 -1.04461
C 1.09752 0.96257 -5.47485
C -1.60927 0.15785 4.12748
C -4.02146 2.71307 -1.09787
H -7.18546 3.16960 -1.50839
C 1.08456 4.78204 0.45939
H -0.00800 -4.67087 -3.72911
Br -4.42448 -0.57604 -0.96453
C -0.45075 2.34601 -4.26388
C 2.91259 1.21715 -1.11732
H -0.06284 -2.73667 -0.95739
H -1.49801 -0.19079 5.14609
H -0.48556 1.95938 4.48002
H 0.72411 -2.67895 5.96514
S -2.92633 2.21022 -2.40641
C -0.88859 -4.03400 3.31140
C -0.40839 -3.20259 2.31478
C 3.39665 -3.62690 -1.72856
C -0.48503 -3.84253 4.62866
H 3.00900 3.02672 3.23304
H -4.48174 -2.62227 -2.94571
H 5.61818 -0.35713 2.97455
C -3.48118 -2.67366 -2.54271
C -1.33275 -3.71017 -2.34817
H -1.15725 3.16632 -4.25023
H 5.23161 2.00617 3.59375
H -0.78409 2.81756 2.17323
C 0.49350 5.97108 0.06138
H -1.05598 6.87977 -1.11405
C 2.12238 -1.64814 -1.16765
C 0.48690 -2.17807 2.62551
Os -0.66213 -0.00717 -0.02245
*
```



[7]
This record from the OMol25 dataset describes C23H30CoN6O as an isolated structure. The level of theory is ωB97M-V/def2-TZVPD.

Properties
HOMO (spin up / spin down) ... -9.3284 / -9.4619 eV
Kohn-Sham gap (spin up / spin down) ... 6.7 / 4.6 eV
Expectation value of S² ... 6.0951
Energy relative to the best compared isomer or geometry (same formula, charge and spin) ... 0.0 kcal/mol
Molar mass ... 465.47 g mol⁻¹

```
! RIJCOSX wB97M-V def2-TZVPD def2/J DEFGRID3
* xyz 1 5
C 0.04638 0.95194 2.43686
H 3.00982 0.02388 -1.49010
N 1.59102 -3.73188 -1.21633
H -3.89177 0.40046 -4.85854
H -1.62113 1.73430 3.54293
C -1.29076 2.54807 -4.60170
H -1.30212 -1.79833 2.75516
H 2.94812 -2.96382 1.59227
H 1.77440 2.80211 -1.68018
C 3.04615 1.09529 -1.27953
C 1.49164 1.19249 2.06579
N -0.63591 0.27563 1.58441
H 2.17046 1.83559 -3.09138
C -1.44882 0.18737 -2.44641
C -2.23018 -1.66332 -1.13791
C -2.24586 -1.46658 2.31294
N -1.26696 -0.60310 -1.39242
C 3.03827 1.32378 0.22431
C 2.52564 1.54942 2.99849
H 3.44126 1.93233 4.83182
C -2.71739 -2.48228 1.27505
C -1.82445 -2.58271 0.02938
C 1.36902 2.04400 5.15209
H -1.03570 3.44165 -5.16218
C -0.39118 2.22991 -3.59951
Co 0.32861 -0.13303 -0.25255
H -2.54209 0.67186 2.43836
H -0.78743 -2.37946 0.31644
H -3.22328 -1.23981 -0.93338
C -2.97927 0.77564 -4.40641
H 4.00136 1.46302 -1.65966
C 0.01065 2.04651 4.75248
H 3.84146 0.74465 0.68987
H -1.82012 -3.61466 -0.32454
H 1.56486 2.31445 6.18180
C -2.44394 1.89996 -5.00546
H 1.10616 -3.27999 -1.97214
N 1.74478 0.98955 0.81407
H -2.52725 0.07422 0.79813
H 0.43657 2.92078 -3.51941
N 2.70034 -3.53000 0.80197
C -2.56443 0.05503 -3.29693
H -2.96920 -1.43192 3.12933
H 3.24246 2.37890 0.43779
C -0.34982 1.17243 -2.66934
H -2.79183 -3.45604 1.76236
O 1.63376 -1.76829 -0.11879
H -2.97594 2.31336 -5.85196
H -0.68516 2.44647 5.48078
H 3.52028 1.53838 2.57672
H -3.73552 -2.22957 0.96381
N 0.68692 0.98894 -1.86667
H 2.97021 -4.49643 0.79026
C 2.47763 1.81996 4.34922
C 1.96258 -2.96156 -0.17355
H -3.22905 -0.75709 -3.04310
H -2.35825 -2.27477 -2.03811
C 1.90168 1.76778 -2.03234
C -0.55078 1.60512 3.60116
C -2.05318 -0.03362 1.77262
H 1.90627 -4.67697 -1.33817
*
```



[8]
This record from the OMol25 dataset describes one molecule with the formula C5H11N. The level of theory is ωB97M-V/def2-TZVPD.

Properties
HOMO ... -7.3998 eV
Kohn-Sham gap ... 8.4 eV
Energy relative to the best compared isomer or geometry (same formula, charge and spin) ... 80.1 kcal/mol
Molar mass ... 85.15 g mol⁻¹

```
! RIJCOSX wB97M-V def2-TZVPD def2/J DEFGRID3
* xyz 0 1
H -1.54660 -0.64088 1.00540
H -2.02481 -1.13269 -0.61996
C -1.88498 1.01449 -0.34446
H 2.00639 1.52213 -0.35600
N -0.01785 -0.69664 -0.36639
H 0.22728 -1.12655 -1.24039
H 0.23155 -1.99956 1.31646
H -2.94083 1.11979 -0.06501
C -1.42036 -0.41321 -0.05921
H 3.06774 0.48745 0.62327
H 2.58692 -0.04667 -0.98976
H -1.79120 1.27144 -1.40389
C 2.24174 0.48254 -0.09662
C 0.91598 -1.70513 0.50629
H 0.60129 0.35011 1.32859
H -1.31518 1.74474 0.24004
C 1.06292 -0.23137 0.52165
*
```